# 1
Entry from the OMol25 dataset: 2 unconnected molecules or ions with the total composition C10H16O (wB97M-V/def2-TZVPD).

XYZ file:
```
27
Properties=species:S:1:pos:R:3:forces:R:3:lowdin_charge:R:1
C 0.687 -0.114 -3.001 0.27 -2.59 2.30 -0.2848
C -0.313 0.955 -3.313 -0.01 -1.49 0.69 -0.1267
C 0.037 -1.576 -2.580 3.51 1.01 -1.43 -0.0851
H 1.410 -0.258 -3.806 -0.06 0.02 0.06 0.0864
H 1.263 0.092 -2.064 -0.25 0.44 -0.93 0.0917
H 0.215 1.856 -3.357 0.33 1.95 0.91 0.0504
H -0.990 -1.564 -2.618 -2.54 0.29 0.00 0.0049
H 0.346 -2.299 -3.422 -0.15 0.54 1.89 0.0832
H -1.171 0.830 -2.624 0.36 0.83 -0.58 0.0771
H -0.539 0.865 -4.334 -1.32 -0.53 -1.38 0.0527
H 0.353 -1.767 -1.514 -0.14 -0.46 -1.48 0.0573
C -2.550 0.988 0.240 -2.10 0.76 -0.25 -0.0854
C 0.957 0.958 1.738 -3.66 2.76 0.01 -0.0212
C 1.210 -0.354 1.861 -0.51 0.81 -0.77 -0.4344
C -0.366 1.398 1.434 2.23 2.99 -0.80 -0.0407
C -1.314 0.560 0.939 -1.08 -3.54 -0.73 -0.3280
C 0.247 -1.245 1.492 -2.51 -3.36 -1.03 -0.0336
C -1.050 -0.852 0.967 3.43 0.60 0.95 -0.0248
O 2.494 -0.513 2.141 2.40 -3.89 2.12 0.0459
H 1.727 1.674 1.934 0.25 0.24 0.17 0.1159
H -0.520 2.551 1.294 0.18 -2.28 0.48 0.1489
H 0.396 -2.400 1.476 0.21 2.20 0.18 0.1379
H 2.601 -1.368 2.667 0.12 1.53 -1.17 0.1533
H -3.334 1.400 0.944 0.94 -0.08 -0.66 0.0939
H -3.109 0.172 -0.277 0.78 0.25 0.45 0.0817
H -1.526 -1.713 0.465 -0.59 1.14 0.43 0.1100
H -2.348 1.732 -0.555 -0.08 -0.12 0.57 0.0735
```
Positions in Å, forces in eV/Å.

Computed properties:
relative energy (zero: lowest compared OMol25 entry of this formula, charge and spin)	65.4	kcal/mol
max |F|	5.04	eV Å⁻¹
E_LUMO	0.83	eV
E_HOMO	-8.567	eV
electronic energy	-465.79355	Ha


# 2
Entry from the OMol25 dataset: 2 unconnected molecules or ions with the total composition C4H11IN3 (wB97M-V/def2-TZVPD).

XYZ file:
```
19
Properties=species:S:1:pos:R:3:forces:R:3:lowdin_charge:R:1
C 1.756 0.320 -0.408 -2.12 1.61 2.95 -0.0342
C -0.369 -0.282 2.523 0.70 2.32 2.05 -0.1346
C 0.716 0.483 -1.399 0.75 -1.34 -1.68 -0.2525
C -1.007 -1.178 -0.862 0.22 -0.08 0.25 -0.7300
N -0.147 -0.922 1.336 0.59 -2.03 -4.09 -0.1073
N -1.027 -0.759 0.390 -1.61 0.85 3.31 -0.1427
N -0.093 1.490 -1.605 0.39 -1.70 -5.19 0.1226
I -2.549 -0.711 -2.118 -0.23 -0.08 -0.04 0.9803
H 1.303 -0.342 0.490 0.57 0.93 -1.17 0.1145
H 2.113 1.312 0.013 -0.40 -1.30 -0.37 0.1309
H 2.500 -0.230 -0.868 1.75 -1.06 -0.56 0.0678
H 0.636 0.127 2.898 -1.38 0.17 -0.76 0.1185
H -0.520 -0.994 3.317 -1.00 -0.29 0.38 0.0845
H -1.153 0.527 2.386 0.67 -0.68 0.90 0.1069
H 0.872 -0.286 -2.203 -0.68 1.39 0.27 0.1468
H -0.320 -1.943 -1.150 0.26 -0.36 0.09 0.0667
H -0.466 1.581 -2.650 0.51 0.09 3.60 0.1817
H -0.321 2.065 -0.870 -0.64 2.15 1.49 0.0951
H -1.925 -0.257 0.779 1.64 -0.58 -1.44 0.1849
```
Positions in Å, forces in eV/Å.

Computed properties:
relative energy (zero: lowest compared OMol25 entry of this formula, charge and spin)	91.6	kcal/mol
max |F|	5.48	eV Å⁻¹
E_LUMO (alpha / beta)	-4.10 / -4.10	eV
E_HOMO (alpha / beta)	-11.910 / -11.907	eV
total charge	+1
electronic energy	-620.57162	Ha


# 3
Entry from the OMol25 dataset: a single C4H7NO2 molecule (wB97M-V/def2-TZVPD).

XYZ file:
```
14
Properties=species:S:1:pos:R:3:forces:R:3:lowdin_charge:R:1
O -1.945 -1.112 0.121 0.34 0.44 -0.21 0.1167
C -1.200 -0.238 -0.227 -0.32 -0.35 0.13 -0.3460
C -1.191 1.283 -0.168 -0.25 0.09 0.06 -0.0994
N 0.176 1.262 -0.748 0.24 0.12 0.11 0.0047
C 0.233 -0.219 -0.772 0.08 -0.22 -0.16 -0.2444
C 1.175 -0.929 0.178 0.02 -0.48 -0.58 -0.2202
O 1.054 -0.412 1.489 -0.20 -0.62 0.16 -0.0483
H 0.629 -1.188 1.867 -0.08 0.65 1.15 0.0911
H 0.837 -1.982 0.211 0.30 0.24 -0.42 0.1312
H -1.267 1.666 0.857 0.02 -0.07 -0.13 0.1258
H -1.936 1.783 -0.798 0.12 -0.08 0.08 0.1158
H 0.854 1.651 -0.100 -0.05 -0.05 -0.09 0.1026
H 0.359 -0.640 -1.776 -0.11 0.10 0.03 0.1485
H 2.223 -0.925 -0.136 -0.10 0.22 -0.13 0.1218
```
Positions in Å, forces in eV/Å.

Computed properties:
relative energy (zero: lowest compared OMol25 entry of this formula, charge and spin)	52.3	kcal/mol
max |F|	1.32	eV Å⁻¹
E_LUMO	0.80	eV
E_HOMO	-9.571	eV
electronic energy	-361.79752	Ha


# 4
Entry from the OMol25 dataset: 2 unconnected molecules or ions with the total composition C3H5N2O2 (wB97M-V/def2-TZVPD).

XYZ file:
```
12
Properties=species:S:1:pos:R:3:forces:R:3:lowdin_charge:R:1
C 0.951 0.920 -0.141 -0.59 -0.04 -0.33 -0.0183
C 0.365 -0.134 0.571 1.45 1.37 0.21 -0.3008
C -0.668 -0.814 0.031 -0.95 -0.43 -0.28 -0.0419
N -2.926 0.750 -0.480 2.48 0.45 -0.45 0.1217
N -3.820 0.013 -0.090 -1.39 2.81 -0.89 -0.7194
O -4.911 0.740 -0.106 -0.97 -1.36 0.68 -0.1769
O -3.738 -1.168 0.209 -0.39 -1.79 0.69 -0.0934
H 1.690 1.688 0.086 -0.10 -0.61 0.50 0.0299
H 0.395 1.075 -1.057 0.31 0.33 -0.32 0.0364
H 0.655 -0.404 1.589 0.19 0.15 -0.22 0.0829
H -1.164 -0.582 -0.922 0.58 -0.22 0.51 0.0437
H -1.140 -1.497 0.698 -0.60 -0.65 -0.09 0.0360
```
Positions in Å, forces in eV/Å.

Computed properties:
relative energy (zero: lowest compared OMol25 entry of this formula, charge and spin)	120.6	kcal/mol
max |F|	3.26	eV Å⁻¹
E_LUMO (alpha / beta)	3.30 / 3.98	eV
E_HOMO (alpha / beta)	-3.744 / -3.924	eV
total charge	-1
electronic energy	-377.09784	Ha


# 5
Entry from the OMol25 dataset: 2 unconnected molecules or ions with the total composition C4H10N5O2 (wB97M-V/def2-TZVPD).

XYZ file:
```
21
Properties=species:S:1:pos:R:3:forces:R:3:lowdin_charge:R:1
C 2.261 0.896 -0.005 -2.89 1.76 -0.72 0.1369
C 0.895 0.969 0.194 0.95 -0.85 -0.30 -0.3590
C -0.632 -2.080 0.099 -1.57 -0.58 -0.49 -0.5371
C -0.207 1.442 -0.798 2.49 -1.53 0.87 -0.0104
N -1.047 -1.023 0.660 0.94 1.40 1.55 0.2773
N -1.600 -3.035 -0.129 -1.51 -0.15 -1.42 0.1398
N 0.505 -2.444 -0.519 1.86 -0.02 -0.99 0.1620
N 1.711 -2.499 0.161 -0.19 0.48 -1.76 -0.4326
N 0.287 0.347 1.308 1.79 -2.73 -0.42 0.1518
O 2.574 -3.026 -0.440 1.51 -1.35 -0.89 0.1605
O 1.791 -1.928 1.189 -0.17 0.95 2.60 0.0965
H 2.988 0.757 0.728 0.71 -1.04 1.37 0.0611
H 2.685 1.387 -0.874 -0.32 -0.14 -0.26 0.0868
H -0.199 0.555 -1.503 -0.44 1.55 0.13 0.1034
H 0.224 2.397 -1.166 -1.24 -0.58 -0.35 0.1034
H -1.134 1.419 -0.206 0.12 0.72 -0.86 0.0750
H -2.434 -2.861 0.490 0.67 -0.46 -1.69 0.1408
H -1.689 -3.273 -1.217 -0.51 0.55 3.41 0.1905
H 0.464 -3.156 -1.253 0.11 0.17 0.55 0.1814
H -0.539 0.758 1.624 -1.34 0.95 0.95 0.0998
H 0.878 -0.159 2.037 -0.97 0.89 -1.30 0.1719
```
Positions in Å, forces in eV/Å.

Computed properties:
relative energy (zero: lowest compared OMol25 entry of this formula, charge and spin)	200.2	kcal/mol
max |F|	3.50	eV Å⁻¹
E_LUMO (alpha / beta)	-6.11 / -5.52	eV
E_HOMO (alpha / beta)	-13.580 / -13.810	eV
total charge	+1
electronic energy	-582.15732	Ha